No. 1
The following is a DFT calculation (wB97M-V/def2-TZVPD) of a single C5H8N2 molecule.

Properties
Multiplicity ... 1
Energy relative to the best compared isomer or geometry (same formula, charge and spin) ... 10.3 kcal per mole
LUMO level ... 0.991 eV
Maximum force ... 0.7 eV/A
E ... -304.81907 Ha
Orbital gap ... 9.61 eV
SMILES ... CC1=CC(N)=NC1

Element x y z (Å)
N: -0.432 -0.836 2.608
H: -1.336 -1.134 2.947
H: 1.287 1.997 -1.559
H: -1.727 -0.153 -1.535
C: 0.285 0.298 -0.704
H: 1.964 0.448 -2.060
C: 0.603 0.276 0.602
H: 0.061 -0.226 3.241
C: 1.026 0.966 -1.828
H: -0.718 -1.543 -1.137
H: 0.433 1.005 -2.747
C: -0.975 -0.523 -0.830
N: -1.451 -0.795 0.512
H: 1.477 0.706 1.081
C: -0.478 -0.453 1.285



No. 2
The following is a DFT calculation (wB97M-V/def2-TZVPD) of C35H42BCoF4N3O9P as an isolated structure.

Properties
Multiplicity ... 2
Net charge ... -1
Energy relative to the best compared isomer or geometry (same formula, charge and spin) ... 0.0 kcal per mole
LUMO level (spin up / spin down) ... 2.281 / 2.281 eV
Maximum force ... 0.4 eV/A
E ... -4349.20596 Ha
Orbital gap (spin up / spin down) ... 6.76 / 7.26 eV

Element x y z (Å)
H: 1.678 -1.229 -2.751
C: 3.859 -1.635 1.647
H: -5.137 -3.767 -2.023
H: -2.722 -6.188 -0.905
C: -3.824 -0.789 0.057
O: -1.045 -0.462 5.094
N: -2.200 -2.276 1.124
H: -3.450 7.784 -1.256
H: 4.635 2.432 0.761
H: 0.165 -2.094 4.661
C: -3.357 -5.358 -1.209
H: 3.713 -2.712 -2.686
H: -0.878 -2.208 6.107
H: -3.412 0.068 0.578
H: 0.562 -5.353 -0.295
C: -1.604 4.489 -0.396
H: 5.273 2.423 -1.688
O: 0.341 3.170 0.025
H: -1.738 -3.156 0.923
H: 4.418 3.908 -1.239
C: -3.226 5.701 -1.723
H: 4.366 -1.734 0.685
C: -2.562 4.528 -1.399
N: -1.187 -0.708 2.454
C: -4.780 -2.942 -1.423
C: -0.909 3.185 -0.127
H: -3.954 5.712 -2.523
B: 0.437 1.848 -3.120
H: 5.589 -1.772 2.930
C: -1.237 -0.973 -2.122
H: 1.485 -4.681 1.069
C: 1.044 2.211 2.734
P: 2.435 0.050 0.166
O: 2.715 -0.789 1.512
C: 2.616 -0.902 -2.298
C: 0.407 1.454 4.927
H: 2.934 2.579 0.282
C: -0.735 -2.952 -3.375
C: -0.667 -1.529 -0.990
C: 0.318 1.196 2.082
F: 0.361 0.916 -4.152
C: 3.915 2.212 -0.032
C: -4.855 -0.607 -0.856
C: -3.271 -2.045 0.237
H: 0.260 -4.525 -2.309
C: -2.940 6.859 -1.020
C: 3.806 -1.639 -2.867
H: 3.869 -1.478 -3.944
C: -5.334 -1.675 -1.589
H: 3.488 -2.624 1.931
H: 4.730 -1.286 -2.408
C: -0.138 -2.827 -1.053
O: 0.351 -3.327 0.125
C: -1.252 -1.207 1.213
H: 0.592 -1.198 6.140
C: 4.784 -1.071 2.704
H: 3.557 2.638 -2.108
H: -1.628 0.034 -2.057
Co: 0.347 1.081 0.186
C: -3.756 -3.126 -0.514
O: -1.598 2.137 -0.086
O: -3.101 -4.314 -0.300
H: -4.404 -5.675 -1.173
H: 2.001 -4.338 -0.601
C: 1.093 2.344 4.110
F: 0.549 1.071 -1.878
H: -0.742 -3.506 -4.305
C: -0.240 -1.547 5.521
C: -0.162 -3.532 -2.246
H: 4.226 -0.872 3.619
N: -0.561 -0.780 0.212
F: 1.590 2.614 -3.237
H: -5.257 0.386 -1.004
C: 4.317 2.828 -1.351
H: -1.818 -1.132 3.115
O: 3.868 0.774 -0.158
C: -0.374 0.335 2.933
H: -1.777 7.742 0.557
O: 2.530 -1.181 -0.886
C: 1.138 -4.490 0.056
C: -1.276 -1.682 -3.315
H: 1.658 3.155 4.555
C: -1.997 6.839 -0.004
O: -0.407 5.632 1.318
H: -3.101 -5.058 -2.230
H: 2.699 0.171 -2.470
H: -1.695 -1.216 -4.195
H: -0.374 6.504 1.723
C: -0.324 0.453 4.325
F: -0.706 2.621 -3.049
H: -6.126 -1.532 -2.312
H: 1.559 2.941 2.123
C: -1.323 5.662 0.307
H: 0.413 1.536 6.006
H: 5.224 -0.135 2.361
H: -2.755 3.610 -1.936



No. 3
The following is a DFT calculation (wB97M-V/def2-TZVPD) of a 5-piece molecular cluster, C18H48N2O7 overall.

Properties
Multiplicity ... 1
Energy relative to the best compared isomer or geometry (same formula, charge and spin) ... 117.7 kcal per mole
LUMO level ... 0.644 eV
Maximum force ... 3.2 eV/A
E ... -1350.55357 Ha
Orbital gap ... 8.98 eV
SMILES ... COCCNCCOC.COCCNCCOC.CCO.CCO.CCO

Element x y z (Å)
N: 1.255 -5.226 8.469
H: -1.184 -1.926 4.051
C: 1.384 -2.229 4.840
H: -2.974 -4.546 8.499
H: 5.322 -4.156 15.557
H: 4.079 -2.556 8.856
H: -1.439 -5.040 16.370
C: 5.303 -3.594 16.491
C: -0.685 -5.778 9.589
C: 3.225 -1.736 7.103
H: 3.398 -2.863 4.526
C: 2.864 -1.920 4.645
H: 2.621 -2.643 7.083
C: 0.108 -7.052 5.362
C: 6.391 -2.513 16.698
H: -0.441 -7.220 6.289
H: 6.878 -4.517 7.389
H: -1.261 -6.503 10.164
H: 3.090 -6.869 5.986
C: -0.616 -2.668 3.490
H: -0.820 -3.648 3.921
H: 0.458 -8.008 4.972
H: -2.104 -4.237 6.974
H: -1.372 -3.625 8.380
O: -1.355 -5.721 8.331
C: -1.506 -6.084 14.547
H: 3.183 -5.991 8.478
H: 1.893 -7.627 7.006
H: -0.610 -6.615 4.669
H: 2.730 -0.980 7.713
H: 3.772 -3.338 13.359
H: -0.912 -6.773 13.946
H: 3.667 -3.015 17.425
H: 1.209 -3.278 11.843
H: 6.531 -3.360 8.692
H: 7.414 -2.826 16.908
H: 4.526 -1.419 5.789
C: 2.155 -6.689 6.517
C: 2.420 -5.704 7.754
H: -0.887 -4.939 10.255
C: 6.085 -4.028 7.954
H: 2.478 -2.112 11.509
C: 2.685 -3.308 13.285
H: -0.847 -6.519 16.699
H: -2.356 -6.717 14.801
H: 5.590 -4.856 8.462
C: 4.533 -2.216 7.925
N: 3.531 -1.248 5.811
H: 5.283 -4.275 17.342
C: -0.809 -5.789 15.890
H: 3.072 -1.318 3.761
H: 0.930 -7.202 9.243
H: -0.673 -2.689 2.402
H: 2.392 -3.958 10.108
H: 2.042 -2.643 13.863
H: 1.074 -6.227 15.764
H: 2.391 -4.292 13.650
H: -1.848 -5.193 14.019
H: 0.880 -1.380 5.302
H: 6.308 -1.921 17.610
H: 2.788 -4.768 7.334
H: 0.428 -5.233 7.889
H: 1.418 -6.077 10.383
C: 2.290 -3.140 11.815
O: 2.881 -4.035 10.931
O: 1.264 -6.239 5.494
O: 0.787 -2.257 3.517
H: 5.270 -1.422 8.041
H: 1.115 -3.191 5.278
O: 4.070 -3.011 16.554
O: 0.551 -5.436 15.620
H: 6.322 -1.797 15.879
O: 5.160 -3.283 7.188
C: -1.991 -4.454 8.036
C: 0.779 -6.154 9.504



No. 4
The following is a DFT calculation (wB97M-V/def2-TZVPD) of a 2-piece molecular cluster, C6H11O2S2 overall.

Properties
Multiplicity ... 1
Net charge ... -1
Energy relative to the best compared isomer or geometry (same formula, charge and spin) ... 0.0 kcal per mole
LUMO level ... 2.960 eV
Maximum force ... 0.6 eV/A
E ... -1182.15308 Ha
Orbital gap ... 7.49 eV

Element x y z (Å)
H: 3.726 0.199 4.406
H: -0.619 4.161 -1.787
H: 3.045 3.541 2.069
C: 0.317 2.709 -0.468
C: 4.418 0.966 4.008
H: -0.308 2.585 -2.580
O: 1.518 2.489 -0.785
H: 2.013 0.635 2.308
O: -0.211 2.705 0.678
H: 4.759 3.105 4.166
S: 4.414 0.915 2.199
H: 2.586 1.404 0.800
C: 2.354 2.774 2.467
H: -1.669 2.755 -1.428
S: 2.358 2.825 4.275
H: 4.186 2.335 5.675
C: -0.634 3.067 -1.643
C: 2.697 1.404 1.901
H: 1.326 3.063 2.174
H: 5.446 0.676 4.300
C: 4.075 2.336 4.573